(1)
This record from OMol25 describes a cluster of 2 separate species, C9H17F2O3P in total. The level of theory is the ωB97M-V functional and the def2-TZVPD basis.

Values from the calculation:
- Highest occupied orbital energy: -0.336 Ha
- Net charge: 0
- Frontier orbital gap: 9.99 eV
- F_max: 0.1308 Eh/bohr
- ΔE to the lowest compared entry with this formula, charge and spin: 52.91 kcal/mol

Last columns: bonded neighbours and bond lengths (Å).
Geometry (Å):
1 C -0.53828 -2.01612 -2.32493  C2 1.252, H16 1.080, H17 1.121
2 C -1.15012 -1.10350 -1.72419  C1 1.252, C6 1.426
3 C -3.70695 -0.87290 -1.64376  C6 1.555, H18 1.063, H19 1.113, H20 1.061
4 C 3.87860 -0.59611 -0.50013  C7 1.562, H21 1.126, H22 1.074, H23 1.040
5 C -0.41322 1.34789 3.68973  C8 1.526, H24 1.199, H25 1.213, H26 1.098
6 C -2.30478 -0.32632 -2.03353  C2 1.426, C3 1.555, H27 1.125, H28 1.112
7 C 2.86411 0.55054 -0.81112  C4 1.562, O11 1.447, H29 1.025, H30 1.094
8 C 0.68827 1.73778 2.70850  C5 1.526, O12 1.445, H31 1.004, H32 1.082
9 C -0.62767 -0.73418 0.27607  F13 1.358, F14 1.328, P15 1.832
10 O -0.04325 2.07752 -0.10403  P15 1.468
11 O 1.52019 0.03196 -0.67200  C7 1.447, P15 1.668
12 O 1.03056 0.66537 1.80315  C8 1.445, P15 1.575
13 F -1.84481 -0.68860 0.87649  C9 1.358
14 F 0.09355 -1.73631 0.76498  C9 1.328
15 P 0.42574 0.76315 0.35193  C9 1.832, O10 1.468, O11 1.668, O12 1.575
16 H 0.18896 -2.61032 -1.79209  C1 1.080
17 H -0.99135 -2.47789 -3.24047  C1 1.121
18 H -3.78712 -1.89444 -1.92802  C3 1.063
19 H -4.34537 -0.28626 -2.34100  C3 1.113
20 H -3.98249 -0.70934 -0.63246  C3 1.061
21 H 4.89925 -0.12028 -0.52417  C4 1.126
22 H 3.81470 -0.93713 0.51587  C4 1.074
23 H 3.60713 -1.32509 -1.18994  C4 1.040
24 H -0.62182 2.30727 4.37847  C5 1.199
25 H -1.35817 1.00956 3.00846  C5 1.213
26 H -0.35254 0.52905 4.41930  C5 1.098
27 H -2.28071 -0.16472 -3.14680  C6 1.125
28 H -2.17927 0.69643 -1.61473  C6 1.112
29 H 2.90871 0.73182 -1.81944  C7 1.025
30 H 2.98925 1.47833 -0.24432  C7 1.094
31 H 1.44236 2.10665 3.25857  C8 1.004
32 H 0.17654 2.56616 2.23559  C8 1.082

Results of the Löwdin charge analysis, in e, for atoms 1 through 8:
1 C 0.012
2 C -0.190
3 C -0.069
4 C -0.043
5 C -0.091
6 C -0.262
7 C -0.234
8 C -0.273

---

(2)
This record from OMol25 describes the ion C9H17N2O with charge +1. The level of theory is the ωB97M-V functional and the def2-TZVPD basis.

Values from the calculation:
- Highest occupied orbital energy: -0.474 Ha
- Net charge: +1
- Frontier orbital gap: 9.47 eV
- F_max: 0.1040 Eh/bohr
- ΔE to the lowest compared entry with this formula, charge and spin: 48.70 kcal/mol

Last columns: bonded neighbours and bond lengths (Å).
Geometry (Å):
1 C 0.66984 -2.17583 0.10736  N2 1.425, H13 1.115, H14 1.055, H15 1.117
2 N -0.05668 -0.97492 0.35265  C1 1.425, C3 1.431, C8 1.396
3 C -1.02633 -1.24459 1.36924  N2 1.431, C4 1.463, H16 1.157, H17 1.130
4 C -1.71299 -0.16141 2.07395  C3 1.463, C5 1.335, H18 1.152
5 C -1.33368 1.11798 2.05089  C4 1.335, C6 1.462, H19 1.123
6 C -0.34124 1.46975 1.03678  C5 1.462, O7 1.202, C8 1.666
7 O -0.02424 2.59769 0.76795  C6 1.202
8 C 0.44655 0.30931 0.13812  N2 1.396, C6 1.666, C9 1.678, N10 1.543
9 C 2.09623 0.40482 0.43085  C8 1.678, H20 1.121, H21 1.054, H22 1.005
10 N 0.10158 0.96325 -1.21661  C8 1.543, C11 1.555, C12 1.438, H23 1.042
11 C 0.87015 0.26813 -2.37557  N10 1.555, H24 1.107, H25 1.092, H26 1.113
12 C -1.31872 0.98051 -1.44283  N10 1.438, H27 1.113, H28 1.084, H29 1.135
13 H 0.01334 -3.07675 0.14833  C1 1.115
14 H 1.17296 -2.20075 -0.82017  C1 1.055
15 H 1.42342 -2.30933 0.92089  C1 1.117
16 H -0.67931 -1.89921 2.25821  C3 1.157
17 H -1.75288 -1.98217 0.91700  C3 1.130
18 H -2.60319 -0.57469 2.67691  C4 1.152
19 H -1.75635 1.95656 2.66763  C5 1.123
20 H 2.16355 0.97316 1.39435  C9 1.121
21 H 2.65839 0.88055 -0.32343  C9 1.054
22 H 2.51856 -0.50760 0.42864  C9 1.005
23 H 0.45834 1.93856 -1.13333  N10 1.042
24 H 1.95518 0.24441 -2.15564  C11 1.107
25 H 0.44825 -0.72334 -2.55308  C11 1.092
26 H 0.75446 0.88807 -3.29310  C11 1.113
27 H -1.72802 0.01344 -1.07358  C12 1.113
28 H -1.67297 1.82213 -0.85806  C12 1.084
29 H -1.74420 1.00229 -2.49433  C12 1.135

Results of the Löwdin charge analysis, in e, for atoms 1 through 8:
1 C -0.064
2 N -0.159
3 C -0.207
4 C -0.037
5 C 0.008
6 C -0.332
7 O 0.104
8 C -0.274

---

(3)
This record from OMol25 describes a cluster of 2 separate species, C9H17N2O in total. The level of theory is the ωB97M-V functional and the def2-TZVPD basis.

Values from the calculation:
- Highest occupied orbital energy: -0.420 Ha
- Net charge: +1
- Frontier orbital gap: 8.19 eV
- F_max: 0.1304 Eh/bohr
- ΔE to the lowest compared entry with this formula, charge and spin: 91.69 kcal/mol

Last columns: bonded neighbours and bond lengths (Å).
Geometry (Å):
1 C -2.99291 -1.36940 -0.26333  C2 1.321, C3 1.361, H13 1.114
2 C -2.15727 -0.69870 -1.03610  C1 1.321, C4 1.374, H14 1.116
3 C -3.26509 -0.55890 0.79598  C1 1.361, O12 1.324, H15 1.079
4 C -1.79909 0.48606 -0.43998  C2 1.374, C7 1.453, O12 1.355
5 C 2.13021 -1.75669 -0.79427  C8 1.494, H16 1.128, H17 1.026, H18 1.161
6 C 1.27762 -0.94293 1.41620  C8 1.619, H19 1.124, H20 1.153, H21 1.120
7 C -0.80539 1.49362 -0.76865  C4 1.453, N10 1.423, H22 1.101
8 C 1.13556 -0.81939 -0.19186  C5 1.494, C6 1.619, C9 1.445, H23 1.101
9 C 1.35733 0.55006 -0.59691  C8 1.445, N11 1.518, H24 1.114
10 N -0.60501 2.50595 0.21066  C7 1.423, H25 1.016, H26 0.962
11 N 1.70790 1.53587 0.50276  C9 1.518, H27 1.115, H28 0.972, H29 0.965
12 O -2.58770 0.57042 0.65813  C3 1.324, C4 1.355
13 H -3.37176 -2.36326 -0.59376  C1 1.114
14 H -1.69509 -1.03002 -1.99689  C2 1.116
15 H -3.88384 -0.66008 1.67395  C3 1.079
16 H 3.19335 -1.57238 -0.46515  C5 1.128
17 H 2.06097 -1.72869 -1.81800  C5 1.026
18 H 1.94632 -2.85144 -0.45564  C5 1.161
19 H 0.39430 -0.36885 1.80773  C6 1.124
20 H 1.18279 -2.04446 1.74484  C6 1.153
21 H 2.23916 -0.48444 1.76230  C6 1.120
22 H -0.82016 1.79542 -1.82726  C7 1.101
23 H 0.13097 -1.03539 -0.58641  C8 1.101
24 H 1.74944 0.52759 -1.63987  C9 1.114
25 H -0.54022 3.48529 -0.05218  N10 1.016
26 H -1.29596 2.19979 0.80611  N10 0.962
27 H 0.78197 2.14292 0.63133  N11 1.115
28 H 2.52846 2.00620 0.27727  N11 0.972
29 H 2.00310 0.98584 1.23900  N11 0.965

Results of the Löwdin charge analysis, in e, for atoms 1 through 8:
1 C -0.062
2 C -0.077
3 C -0.070
4 C -0.272
5 C -0.084
6 C -0.031
7 C -0.064
8 C -0.453

---

(4)
This record from OMol25 describes the ion C9H17N2O2 with charge +1. The level of theory is the ωB97M-V functional and the def2-TZVPD basis.

Values from the calculation:
- Highest occupied orbital energy (alpha / beta): -0.399 / -0.424 Ha
- Net charge: +1
- Frontier orbital gap (alpha / beta): 6.83 / 8.03 eV
- F_max: 0.0789 Eh/bohr
- ΔE to the lowest compared entry with this formula, charge and spin: 117.31 kcal/mol

Last columns: bonded neighbours and bond lengths (Å).
Geometry (Å):
1 C 3.65910 1.57198 0.11533  O2 1.450, H14 1.056, H15 1.156, H16 1.092
2 O 2.32275 1.01492 0.18821  C1 1.450, C3 1.338
3 C 2.15208 -0.28923 0.43168  O2 1.338, C4 1.458, C5 1.460
4 C 3.10333 -1.38918 0.53338  C3 1.458, H17 1.155, H18 1.027, H19 1.143
5 C 0.75790 -0.70766 0.32472  C3 1.460, O6 1.227, N7 1.478
6 O 0.47838 -1.89971 0.24100  C5 1.227
7 N -0.38395 0.22555 0.22355  C5 1.478, C8 1.385, C11 1.465
8 C -0.57883 1.53438 -0.18438  N7 1.385, N9 1.448, H20 1.052
9 N -1.89069 1.99007 0.22534  C8 1.448, C10 1.421, H21 1.103, H22 1.027
10 C -2.70020 0.83365 0.06633  N9 1.421, C11 1.556, H23 1.046, H24 1.154
11 C -1.72005 -0.37119 0.15718  N7 1.465, C10 1.556, C12 1.571, C13 1.609
12 C -1.93438 -1.20862 1.46934  C11 1.571, H25 1.168, H26 1.156, H27 1.043
13 C -1.95954 -1.22393 -1.18652  C11 1.609, H28 1.133, H29 1.146, H30 1.112
14 H 4.32845 0.91952 -0.37572  C1 1.056
15 H 3.92364 1.62400 1.23964  C1 1.156
16 H 3.68239 2.49553 -0.46676  C1 1.092
17 H 2.57355 -2.39055 0.31085  C4 1.155
18 H 3.46333 -1.33036 1.49351  C4 1.027
19 H 3.93062 -1.18368 -0.22748  C4 1.143
20 H 0.17272 2.26926 -0.15354  C8 1.052
21 H -1.99082 2.85709 -0.44862  N9 1.103
22 H -2.00770 2.34704 1.18170  N9 1.027
23 H -3.05820 0.79141 -0.91565  C10 1.046
24 H -3.59916 0.77670 0.78737  C10 1.154
25 H -2.92305 -1.83017 1.43762  C12 1.168
26 H -1.96264 -0.47260 2.35973  C12 1.156
27 H -1.20136 -1.92917 1.64794  C12 1.043
28 H -3.04471 -1.53300 -1.29055  C13 1.133
29 H -1.22758 -2.10614 -1.16926  C13 1.146
30 H -1.33925 -0.63501 -1.89760  C13 1.112

Results of the Löwdin charge analysis, in e, for atoms 1 through 8:
1 C 0.000
2 O -0.076
3 C -0.216
4 C 0.010
5 C -0.304
6 O 0.028
7 N 0.061
8 C -0.038

---

(5)
This record from OMol25 describes the ion C9H17N4O with charge +1. The level of theory is the ωB97M-V functional and the def2-TZVPD basis.

Values from the calculation:
- Highest occupied orbital energy: -0.485 Ha
- Net charge: +1
- Frontier orbital gap: 7.44 eV
- F_max: 0.0882 Eh/bohr
- ΔE to the lowest compared entry with this formula, charge and spin: 60.81 kcal/mol

Last columns: bonded neighbours and bond lengths (Å).
Geometry (Å):
1 C -3.26482 -0.87797 -0.51562  N2 1.446, H15 1.083, H16 1.125, H17 1.024
2 N -1.95223 -0.84465 0.08907  C1 1.446, C3 1.448, C4 1.333
3 C -1.77171 -1.58895 1.31833  N2 1.448, H18 1.020, H19 1.139, H20 1.142
4 C -0.93159 -0.44555 -0.66922  N2 1.333, O5 1.178, C6 1.547
5 O -1.11369 -0.00211 -1.74513  C4 1.178
6 C 0.51518 -0.56493 -0.13534  C4 1.547, C7 1.826, N11 1.338, N14 1.443
7 C 0.93069 1.19597 0.11459  C6 1.826, C8 1.529, C9 1.482, C10 1.510
8 C -0.14093 1.81994 1.00926  C7 1.529, H21 1.088, H22 1.092, H23 1.080
9 C 0.86960 1.81273 -1.23195  C7 1.482, H24 1.126, H25 1.072, H26 1.036
10 C 2.29823 1.11076 0.74827  C7 1.510, H27 1.179, H28 1.140, H29 1.076
11 N 0.93157 -1.26188 0.92783  C6 1.338, N12 1.274
12 N 1.89282 -2.03995 0.62181  N11 1.274, C13 1.330
13 C 2.22978 -1.86531 -0.65267  N12 1.330, N14 1.319, H30 1.000
14 N 1.35870 -1.04314 -1.20420  C6 1.443, C13 1.319, H31 1.063
15 H -3.98427 -0.55406 0.22604  C1 1.083
16 H -3.16318 -0.21381 -1.41734  C1 1.125
17 H -3.60391 -1.79882 -0.80945  C1 1.024
18 H -2.52116 -2.23838 1.55745  C3 1.020
19 H -0.79416 -2.17257 1.31929  C3 1.139
20 H -1.74547 -0.81988 2.16262  C3 1.142
21 H -0.98667 1.77323 0.32560  C8 1.088
22 H 0.22281 2.84058 1.14230  C8 1.092
23 H -0.26218 1.29645 1.94644  C8 1.080
24 H 0.78098 2.87810 -0.87835  C9 1.126
25 H 1.73388 1.63624 -1.84094  C9 1.072
26 H 0.00085 1.69980 -1.78574  C9 1.036
27 H 2.40744 0.53834 1.77347  C10 1.179
28 H 2.59730 2.20758 0.83112  C10 1.140
29 H 3.01485 0.64948 0.09110  C10 1.076
30 H 3.02307 -2.30333 -1.07630  C13 1.000
31 H 1.42823 -0.82389 -2.24235  N14 1.063

Results of the Löwdin charge analysis, in e, for atoms 1 through 8:
1 C 0.006
2 N -0.110
3 C -0.015
4 C -0.455
5 O 0.102
6 C -0.288
7 C -0.419
8 C 0.001

---

(6)
This record from OMol25 describes the molecule C9H17N5O. The level of theory is the ωB97M-V functional and the def2-TZVPD basis.

Values from the calculation:
- Highest occupied orbital energy: -0.361 Ha
- Net charge: 0
- Frontier orbital gap: 10.33 eV
- F_max: 0.0793 Eh/bohr
- ΔE to the lowest compared entry with this formula, charge and spin: 44.88 kcal/mol

Last columns: bonded neighbours and bond lengths (Å).
Geometry (Å):
1 C -3.35827 0.87940 -1.25050  C2 1.493, H16 1.121, H17 1.137, H18 1.102
2 C -3.84187 -0.30403 -0.47989  C1 1.493, C3 1.532, H19 1.192, H20 1.124
3 C -3.04964 -0.73520 0.75803  C2 1.532, C4 1.565, H21 1.126, H22 1.127
4 C -1.73544 -1.57375 0.89590  C3 1.565, C5 1.542, H23 1.005, H24 1.106
5 C -0.48397 -0.84827 0.36170  C4 1.542, O6 1.233, N7 1.377
6 O -0.46297 0.37887 0.48424  C5 1.233
7 N 0.55082 -1.64442 -0.07667  C5 1.377, C8 1.368, H25 1.002
8 C 1.89900 -1.44236 -0.18868  N7 1.368, N9 1.321, N12 1.340
9 N 2.63637 -2.19446 -0.98642  C8 1.321, N10 1.276
10 N 3.84002 -1.77620 -0.92750  N9 1.276, N11 1.243
11 N 3.93503 -0.79631 -0.16798  N10 1.243, N12 1.341
12 N 2.74782 -0.60763 0.42697  C8 1.340, N11 1.341, C13 1.471
13 C 2.64010 0.60193 1.25708  N12 1.471, C14 1.508, H26 1.062, H27 1.122
14 C 2.99343 1.86788 0.51843  C13 1.508, C15 1.573, H28 1.088, H29 1.036
15 C 2.29196 1.94622 -0.88772  C14 1.573, H30 1.072, H31 1.096, H32 1.093
16 H -2.56220 0.51141 -1.94823  C1 1.121
17 H -4.13119 1.34575 -1.94218  C1 1.137
18 H -2.94759 1.74978 -0.71333  C1 1.102
19 H -4.89685 0.04952 -0.05264  C2 1.192
20 H -4.07829 -1.17611 -1.14892  C2 1.124
21 H -2.85077 0.28054 1.20219  C3 1.126
22 H -3.82659 -1.33317 1.31402  C3 1.127
23 H -1.84937 -2.43468 0.39016  C4 1.005
24 H -1.62202 -1.76011 1.98039  C4 1.106
25 H 0.37491 -2.58553 -0.37106  N7 1.002
26 H 1.62867 0.71284 1.56236  C13 1.062
27 H 3.21707 0.43381 2.20505  C13 1.122
28 H 2.78014 2.78238 1.06793  C14 1.088
29 H 4.02548 1.84709 0.42796  C14 1.036
30 H 2.54336 2.77769 -1.51587  C15 1.072
31 H 2.36874 1.06595 -1.53607  C15 1.096
32 H 1.22412 1.98115 -0.65876  C15 1.093

Results of the Löwdin charge analysis, in e, for atoms 1 through 8:
1 C -0.157
2 C -0.306
3 C -0.207
4 C -0.084
5 C -0.394
6 O 0.055
7 N 0.181
8 C -0.334